A molecular structure, C2H16Be2FO8 at a distorted geometry, computed with wB97M-V/def2-TZVPD.

Cartesian coordinates (Å):
Be1 -1.24165 0.33488 1.12086
Be2 0.87897 -1.13929 -0.67510
F1 -0.25714 -0.36674 0.18275
O1 1.91902 -1.97258 0.16757
C1 2.70874 -0.90871 0.69858
C2 3.09040 -0.28409 -0.65417
O2 1.87477 -0.07853 -1.29323
H1 3.50509 -1.25874 1.27826
H2 2.15663 -0.29302 1.42102
H3 3.59091 -1.03388 -1.18014
H4 3.58825 0.66036 -0.59384
O3 -1.75407 1.73265 0.17973
H5 -2.13138 2.49826 0.67784
H6 -0.96183 2.08131 -0.42953
O4 -0.77191 0.92647 2.54584
H7 -1.22849 1.09532 3.33425
H8 -0.03518 1.52645 2.77315
O5 0.45286 2.21979 -1.09626
H9 1.19647 1.64002 -1.09797
H10 0.55483 2.80220 -1.79753
O6 0.25141 -2.30471 -1.73763
H11 -0.15869 -2.15662 -2.58492
H12 -0.49632 -2.72974 -1.29814
O7 -2.78964 -0.62985 -1.53543
H13 -1.95767 -0.28191 -1.91749
H14 -3.43819 0.11574 -1.52201
O8 -2.59775 -0.60081 1.39971
H15 -3.34911 -0.13213 1.74072
H16 -2.59932 -1.46212 1.89312

Cartesian forces (eV/Å) of the 6 atoms listed first:
0.18 0.08 -2.31
3.00 -0.43 -0.14
-1.31 0.37 1.03
-1.43 0.18 1.53
-0.77 -0.84 -1.88
-1.10 1.09 1.93

LUMO level = -4.4 eV
Total energy = -22234.25358 eV
Frontier orbital gap = 6.0 eV
Total charge = +1
Max |F| = 0.0637 Eh/bohr

natural (NBO) population analysis, charges in e, atoms 1 to 5: number 1, Be, carries 1.721; number 2, Be, carries 1.698; number 3, F, carries -0.871; number 4, O, carries -1.071; number 5, C, carries -0.097

---

3 unconnected molecules or ions with the total composition C4H8O2, computed with wB97M-V/def2-TZVPD.

Cartesian coordinates (Å):
O1 -1.90699 -0.27580 -1.94018
C1 0.29597 1.49277 -0.99671
C2 1.17772 1.21446 -0.04293
C3 -0.52993 -1.16178 0.66800
C4 0.56767 -1.62671 1.56575
O2 -0.64989 -0.91571 1.92784
H1 -2.51747 0.29321 -1.45747
H2 0.37290 1.08138 -1.99728
H3 -0.56578 2.12762 -0.80634
H4 2.03400 0.57088 -0.23139
H5 1.07024 1.60938 0.96444
H6 -1.40478 -0.70226 -1.22411
H7 1.47437 -1.04241 1.68907
H8 0.58199 -2.66502 1.88130

Cartesian forces (eV/Å) of the 6 atoms listed first:
-0.10 -0.03 0.13
0.17 0.02 0.14
-0.06 0.06 -0.12
0.01 -0.03 0.39
0.32 -0.18 0.05
-0.19 0.02 -0.29

LUMO level = 0.4 eV
Total energy = -8368.12324 eV
Relative energy (zero: lowest compared OMol25 entry of this formula, charge and spin) = 5.158 eV
Frontier orbital gap = 10.3 eV
Total charge = 0
Max |F| = 0.0076 Eh/bohr

natural (NBO) population analysis, charges in e, atoms 1 to 5: number 1, O, carries -0.962; number 2, C, carries -0.346; number 3, C, carries -0.436; number 4, C, carries 0.300; number 5, C, carries -0.274

---

A single C18H21N3OS molecule, computed with wB97M-V/def2-TZVPD.

Cartesian coordinates (Å):
O1 0.65024 1.07405 -2.05465
C1 1.53599 1.30315 -1.25334
C2 1.54351 2.43102 -0.23329
C3 2.96944 2.44371 0.31205
C4 3.48142 1.03012 0.01998
N1 2.65962 0.58329 -1.08572
C5 3.05556 -0.54922 -1.89369
C6 1.96350 -1.60716 -2.06390
C7 1.49482 -2.20734 -0.74238
N2 0.64460 -1.29456 -0.02040
C8 0.71677 -1.07624 1.29706
S1 1.93937 -1.66411 2.25510
N3 -0.24169 -0.31125 1.89509
C9 -1.28211 0.41641 1.29523
C10 -1.42886 1.74581 1.62391
C11 -2.39690 2.53868 0.99909
C12 -3.21351 2.00293 0.04347
C13 -3.15046 0.62842 -0.26204
C14 -4.03606 0.03939 -1.18903
C15 -4.02644 -1.30785 -1.41388
C16 -3.14724 -2.13283 -0.69734
C17 -2.25496 -1.59206 0.18605
C18 -2.20160 -0.19680 0.39922
H1 1.24369 3.36734 -0.70052
H2 0.80790 2.19446 0.53664
H3 3.01306 2.67886 1.37340
H4 3.57019 3.17716 -0.22693
H5 4.53772 1.02090 -0.25982
H6 3.34503 0.36321 0.88061
H7 3.92748 -0.99965 -1.41409
H8 3.35018 -0.19238 -2.88905
H9 2.36596 -2.40435 -2.69002
H10 1.11242 -1.15952 -2.57878
H11 0.93603 -3.13078 -0.94524
H12 2.34250 -2.45278 -0.09638
H13 -0.05878 -0.81113 -0.56315
H14 0.01252 -0.02995 2.83368
H15 -0.77559 2.18692 2.36485
H16 -2.47134 3.58248 1.26460
H17 -3.93596 2.61752 -0.47209
H18 -4.73419 0.67877 -1.70949
H19 -4.70943 -1.74923 -2.12440
H20 -3.18328 -3.20234 -0.84274
H21 -1.60388 -2.23840 0.75533

Cartesian forces (eV/Å) of the 6 atoms listed first:
-0.36 -0.09 -0.36
0.06 0.39 0.26
0.05 0.02 0.01
-0.02 0.01 0.01
0.23 0.02 0.37
0.35 0.05 -0.02

LUMO level = 0.2 eV
Total energy = -36361.55941 eV
SMILES string = O=C1CCCN1CCCNC(=S)Nc1cccc2ccccc12
Relative energy (zero: lowest compared OMol25 entry of this formula, charge and spin) = 0.000 eV
Frontier orbital gap = 8.1 eV
Total charge = 0
Max |F| = 0.0160 Eh/bohr

natural (NBO) population analysis, charges in e, atoms 1 to 5: number 1, O, carries -0.657; number 2, C, carries 0.692; number 3, C, carries -0.495; number 4, C, carries -0.409; number 5, C, carries -0.210

---

A single C5H8OS molecule at a distorted geometry, computed with wB97M-V/def2-TZVPD.

Cartesian coordinates (Å):
C1 -1.65752 -0.15894 0.26680
O1 -1.37844 1.10051 -0.33351
C2 -0.15621 1.66923 0.14777
C3 0.98774 0.74849 -0.34669
C4 2.30194 -0.00075 -0.01837
C5 0.95770 -0.46927 0.45907
S1 -0.39977 -1.47385 -0.15204
H1 -2.60384 -0.55258 -0.12692
H2 -1.70841 -0.03734 1.35577
H3 -0.12698 1.83185 1.24576
H4 -0.14364 2.65069 -0.32476
H5 0.69346 0.50613 -1.38870
H6 3.01039 0.45528 0.64995
H7 2.77484 -0.48579 -0.90606
H8 0.92597 -0.32327 1.54421

Cartesian forces (eV/Å) of the 6 atoms listed first:
0.61 -0.03 -0.55
0.22 -0.80 0.83
1.20 1.27 -0.34
-1.03 0.66 -0.94
-0.46 0.24 -1.76
0.02 -1.19 0.96

LUMO level = 1.0 eV
Total energy = -18194.59748 eV
SMILES string = C1OC[C@H]2C[C@@H]2S1
Relative energy (zero: lowest compared OMol25 entry of this formula, charge and spin) = 2.705 eV
Frontier orbital gap = 9.5 eV
Total charge = 0
Max |F| = 0.0358 Eh/bohr

natural (NBO) population analysis, charges in e, atoms 1 to 5: number 1, C, carries -0.188; number 2, O, carries -0.522; number 3, C, carries -0.055; number 4, C, carries -0.305; number 5, C, carries -0.365

---

Look up the total energy of the third one.
-36361.55941 eV

---

What did the second record say?
3 unconnected molecules or ions with the total composition C4H8O2, computed with wB97M-V/def2-TZVPD.

Cartesian coordinates (Å):
O1 -1.90699 -0.27580 -1.94018
C1 0.29597 1.49277 -0.99671
C2 1.17772 1.21446 -0.04293
C3 -0.52993 -1.16178 0.66800
C4 0.56767 -1.62671 1.56575
O2 -0.64989 -0.91571 1.92784
H1 -2.51747 0.29321 -1.45747
H2 0.37290 1.08138 -1.99728
H3 -0.56578 2.12762 -0.80634
H4 2.03400 0.57088 -0.23139
H5 1.07024 1.60938 0.96444
H6 -1.40478 -0.70226 -1.22411
H7 1.47437 -1.04241 1.68907
H8 0.58199 -2.66502 1.88130

Cartesian forces (eV/Å) of the 6 atoms listed first:
-0.10 -0.03 0.13
0.17 0.02 0.14
-0.06 0.06 -0.12
0.01 -0.03 0.39
0.32 -0.18 0.05
-0.19 0.02 -0.29

LUMO level = 0.4 eV
Total energy = -8368.12324 eV
Relative energy (zero: lowest compared OMol25 entry of this formula, charge and spin) = 5.158 eV
Frontier orbital gap = 10.3 eV
Total charge = 0
Max |F| = 0.0076 Eh/bohr

natural (NBO) population analysis, charges in e, atoms 1 to 5: number 1, O, carries -0.962; number 2, C, carries -0.346; number 3, C, carries -0.436; number 4, C, carries 0.300; number 5, C, carries -0.274

---

What is the formula in the fourth record?
C5H8OS

---

Among the records above, which one has the lowest LUMO level?
C2H16Be2FO8